23
Properties=species:S:1:pos:R:3:forces:R:3:mulliken_charge:R:1 method="wB97M-V/def2-TZVPD" spin_multiplicity=1 e_homo_ev="-13.01 / -13.01" relative_energy_kj_mol=0.0 max_force_ev_per_a=7.56 orbital_gap_ev="7.6 / 7.6" mol_weight_g_mol=201.3 charge=+1
C -2.64930 -0.83094 3.49219 -0.414 -0.358 0.411 0.2399
C 1.57915 -1.69663 -2.36855 0.006 0.053 -0.061 -0.4427
C 1.60476 -1.88512 -0.99559 -0.013 -0.091 0.059 -0.6934
C 1.21075 -0.46864 -2.89177 -0.006 -0.014 -0.043 -0.5709
C 1.25900 -0.84933 -0.14759 -0.010 0.049 -0.043 -0.1862
C 0.85505 0.56931 -2.04501 0.019 0.055 0.187 -0.5229
C -0.68390 0.44675 2.08137 -7.041 -2.001 1.877 -0.2129
C -1.92340 1.38804 0.43720 -0.963 -0.193 0.148 -0.0743
C -2.33339 0.01337 2.44604 6.604 2.311 -2.180 0.1045
C 0.88410 0.38422 -0.66827 -0.007 0.104 -0.007 1.2869
C 0.50241 1.51534 0.26894 1.075 -0.049 -0.840 -1.3743
N -2.87260 -1.56833 4.34306 -0.070 -0.171 0.289 -0.3001
N -0.72296 1.14726 0.97598 -0.489 0.162 0.225 0.2111
S -3.25454 0.72231 1.24120 1.069 0.087 -0.046 0.0666
H 1.85159 -2.50554 -3.02905 0.030 -0.053 -0.048 0.4034
H 1.89921 -2.83957 -0.58532 0.017 -0.055 0.025 0.3915
H 1.20446 -0.31165 -3.95959 -0.021 -0.008 -0.079 0.3900
H 1.28399 -1.01298 0.92174 0.079 -0.016 0.072 0.2007
H 0.57297 1.52805 -2.45675 -0.015 0.103 -0.052 0.3428
H 0.14570 0.16755 2.69045 0.453 -0.004 0.038 0.4863
H -2.03687 1.96465 -0.46124 0.015 0.066 -0.142 0.4062
H 1.29233 1.68813 1.00445 -0.253 0.060 0.018 0.3527
H 0.33149 2.43373 -0.29392 -0.062 -0.036 0.190 0.4952